{
  "formula": "C51H114NO3S",
  "method": "ωB97M-V with the def2-TZVPD basis set",
  "energy_ev": -73198.48679,
  "lumo_energy_ev": -2.06,
  "homo_energy_ha": -0.4439,
  "total_charge": 1,
  "multiplicity": 1,
  "gap_ev": 10.016,
  "mol_weight_g_mol": 821.5,
  "symbols": ["C", "C", "C", "O", "C", "C", "C", "N", "C", "S", "C", "C", "C", "O", "C", "C", "C", "C", "O", "C", "C", "C", "C", "C", "C", "C", "H", "H", "H", "H", "H", "H", "H", "H", "H", "H", "H", "H", "H", "H", "H", "H", "H", "H", "H", "H", "H", "H", "H", "H", "H", "H", "H", "H", "H", "H", "H", "H", "H", "H", "H", "H", "H", "H", "H", "H", "H", "H", "H", "H", "C", "C", "C", "C", "C", "C", "H", "H", "H", "H", "H", "H", "H", "H", "H", "H", "H", "H", "H", "H", "C", "C", "C", "C", "C", "C", "H", "H", "H", "H", "H", "H", "H", "H", "H", "H", "H", "H", "H", "H", "C", "C", "C", "C", "C", "C", "H", "H", "H", "H", "H", "H", "H", "H", "H", "H", "H", "H", "H", "H", "C", "C", "C", "C", "C", "C", "H", "H", "H", "H", "H", "H", "H", "H", "H", "H", "H", "H", "H", "H", "C", "C", "C", "C", "C", "C", "H", "H", "H", "H", "H", "H", "H", "H", "H", "H", "H", "H", "H", "H"],
  "positions_angstrom": [[-5.1656, 0.7430, -5.5524], [-4.0050, -0.1273, -5.0563], [-3.9094, -0.0906, -3.5358], [-2.9403, -1.0146, -3.0440], [-1.6951, -0.4517, -2.7354], [-1.7153, 0.2035, -1.3598], [-1.9958, -0.8145, -0.2398], [-0.8374, -0.7439, 0.7303], [-0.4986, -2.0902, 1.3287], [0.4836, -2.0854, 2.8140], [-0.5895, -1.2051, 3.9906], [0.1755, 0.0078, 4.5224], [0.2801, -0.1517, -0.0921], [1.2660, 0.2260, 0.7740], [2.3346, 1.0231, 0.1999], [3.6823, 0.5410, 0.7347], [4.5313, -0.2431, -0.2837], [-0.3711, 0.8626, -1.0278], [-0.4487, 2.1984, -0.6566], [-0.8173, 2.5461, 0.6710], [-2.3157, 2.4306, 1.0000], [-2.4540, 2.4155, 2.5291], [-3.1252, 3.5904, 0.3813], [-4.2464, 3.2564, -0.6376], [-5.3523, 4.3150, -0.5138], [-4.8595, 1.8595, -0.4717], [-4.9431, 1.1934, -6.5202], [-5.3626, 1.5646, -4.8575], [-6.0862, 0.1644, -5.6537], [-3.0617, 0.2410, -5.4698], [-4.1362, -1.1694, -5.3557], [-4.8676, -0.3697, -3.0867], [-3.6612, 0.9279, -3.2081], [-1.3760, 0.2697, -3.4955], [-0.9869, -1.2878, -2.7191], [-2.4771, 0.9792, -1.2996], [-2.1168, -1.8399, -0.5938], [-2.9052, -0.5705, 0.3114], [-1.0323, -0.0962, 1.4961], [-1.4473, -2.6097, 1.4818], [0.0839, -2.6259, 0.5776], [-0.8175, -1.9069, 4.7928], [-1.5423, -0.9291, 3.5279], [1.0504, -0.3360, 5.0783], [0.5605, 0.6007, 3.6880], [-0.4409, 0.6293, 5.1728], [0.5770, -0.9771, -0.7626], [2.3028, 0.9372, -0.8899], [2.1382, 2.0630, 0.4735], [4.2382, 1.4266, 1.0577], [3.5070, -0.0540, 1.6324], [4.6484, -1.2936, -0.0034], [5.5390, 0.1693, -0.3523], [4.1060, -0.2153, -1.2896], [0.2690, 0.8638, -1.9176], [-0.5392, 3.6020, 0.7477], [-0.2007, 2.0094, 1.4012], [-2.6975, 1.4674, 0.6428], [-3.5035, 2.4223, 2.8229], [-1.9796, 3.3075, 2.9561], [-1.9592, 1.5478, 2.9759], [-2.4119, 4.2645, -0.1055], [-3.5792, 4.1758, 1.1882], [-3.8381, 3.3558, -1.6495], [-5.8049, 4.2689, 0.4843], [-4.9557, 5.3236, -0.6446], [-6.1462, 4.1508, -1.2433], [-4.3127, 1.0825, -1.0170], [-4.9412, 1.5727, 0.5794], [-5.8728, 1.8484, -0.8859], [9.0227, -2.7881, -3.1129], [8.5514, -1.4113, -3.5706], [7.1281, -1.0764, -3.1290], [6.0463, -2.0126, -3.6709], [5.9857, -2.1073, -5.1943], [5.6746, -0.7771, -5.8739], [8.4106, -3.5870, -3.5342], [10.0524, -2.9712, -3.4199], [8.9803, -2.8717, -2.0247], [8.6319, -1.3394, -4.6583], [9.2248, -0.6511, -3.1676], [6.8989, -0.0473, -3.4217], [7.0842, -1.0939, -2.0347], [5.0728, -1.6695, -3.3010], [6.1880, -3.0141, -3.2559], [5.2184, -2.8365, -5.4665], [6.9278, -2.5038, -5.5806], [4.7211, -0.3742, -5.5225], [5.6067, -0.8953, -6.9555], [6.4457, -0.0314, -5.6755], [5.1623, 5.1715, -4.2012], [3.6985, 5.5379, -3.9763], [3.1303, 5.0033, -2.6627], [3.1395, 3.4789, -2.5382], [2.3882, 2.7416, -3.6458], [0.8994, 3.0798, -3.6932], [5.3062, 4.0914, -4.2622], [5.5345, 5.6016, -5.1309], [5.7862, 5.5471, -3.3877], [3.0982, 5.1803, -4.8176], [3.5978, 6.6255, -3.9765], [2.1094, 5.3751, -2.5375], [3.7056, 5.4215, -1.8311], [2.6979, 3.2088, -1.5711], [4.1721, 3.1200, -2.5099], [2.5054, 1.6638, -3.4831], [2.8481, 2.9462, -4.6153], [0.4449, 2.8550, -2.7266], [0.3937, 2.4956, -4.4656], [0.7213, 4.1326, -3.9125], [-3.8582, -4.6655, -3.4824], [-4.0782, -5.3567, -4.8245], [-5.0721, -4.6241, -5.7243], [-6.4846, -4.4946, -5.1511], [-7.1537, -5.8205, -4.7925], [-7.3410, -6.7508, -5.9869], [-4.7779, -4.6197, -2.8966], [-3.1159, -5.1989, -2.8852], [-3.5021, -3.6421, -3.6286], [-4.4077, -6.3853, -4.6577], [-3.1235, -5.4275, -5.3518], [-5.1142, -5.1301, -6.6918], [-4.6873, -3.6190, -5.9299], [-7.1079, -3.9701, -5.8820], [-6.4629, -3.8557, -4.2628], [-8.1295, -5.6063, -4.3497], [-6.5770, -6.3328, -4.0171], [-7.9394, -6.2703, -6.7634], [-7.8523, -7.6675, -5.6927], [-6.3865, -7.0381, -6.4303], [5.3092, 1.6280, 7.1944], [5.5195, 1.9594, 5.7201], [5.1588, 3.3998, 5.3593], [3.6954, 3.7738, 5.6022], [2.6854, 2.8911, 4.8732], [2.8137, 2.9387, 3.3521], [4.2632, 1.7304, 7.4883], [5.6112, 0.6035, 7.4132], [5.9000, 2.2911, 7.8288], [4.9432, 1.2627, 5.1030], [6.5678, 1.7920, 5.4623], [5.4148, 3.5788, 4.3112], [5.7889, 4.0795, 5.9397], [3.5451, 4.8135, 5.2959], [3.4810, 3.7438, 6.6730], [1.6777, 3.2117, 5.1538], [2.7802, 1.8549, 5.2112], [2.6928, 3.9596, 2.9827], [2.0508, 2.3171, 2.8741], [3.7864, 2.5738, 3.0176], [-2.9631, -0.5069, 7.1415], [-2.3405, -1.5530, 8.0611], [-2.3787, -2.9703, 7.4915], [-3.7818, -3.5198, 7.2270], [-4.6996, -3.5398, 8.4484], [-4.1830, -4.4178, 9.5840], [-4.0206, -0.7026, 6.9605], [-2.8843, 0.4913, 7.5737], [-2.4564, -0.4906, 6.1717], [-2.8429, -1.5269, 9.0306], [-1.2985, -1.2850, 8.2554], [-1.8451, -3.6393, 8.1706], [-1.8159, -2.9925, 6.5507], [-3.6868, -4.5386, 6.8389], [-4.2603, -2.9395, 6.4323], [-5.6817, -3.9012, 8.1348], [-4.8569, -2.5218, 8.8153], [-4.0463, -5.4475, 9.2479], [-4.8848, -4.4307, 10.4177], [-3.2264, -4.0619, 9.9696]],
  "forces_ev_per_angstrom": [[0.008, -0.017, -0.012], [-0.019, 0.149, 0.231], [-0.094, 0.000, -0.216], [-0.089, -0.178, 0.094], [-0.207, -0.149, 0.047], [0.060, -0.054, 0.272], [-0.537, 0.111, 0.152], [0.199, -0.206, -0.380], [-0.196, -0.238, 0.105], [0.048, -0.045, -0.143], [0.158, 0.093, 0.252], [0.044, -0.146, -0.177], [0.126, -0.079, 0.050], [0.085, 0.020, 0.012], [0.121, -0.029, 0.117], [0.134, 0.265, -0.199], [0.116, -0.197, 0.139], [0.157, -0.171, -0.441], [0.182, 0.264, 0.245], [-0.248, 0.266, 0.146], [0.185, -0.086, 0.277], [0.123, 0.238, -0.149], [0.069, -0.018, -0.298], [-0.168, 0.173, 0.114], [0.083, -0.074, 0.190], [-0.191, 0.038, -0.209], [-0.049, -0.096, 0.020], [0.001, -0.001, -0.039], [0.059, 0.070, 0.060], [-0.003, -0.152, -0.028], [0.096, 0.078, -0.102], [0.053, 0.039, -0.027], [-0.082, -0.032, 0.010], [0.037, 0.031, 0.020], [0.100, 0.102, -0.132], [0.171, -0.023, -0.366], [0.280, 0.057, -0.060], [0.060, -0.086, 0.031], [-0.083, 0.119, -0.007], [0.058, 0.115, -0.023], [-0.126, -0.021, -0.007], [-0.102, 0.076, -0.019], [0.068, -0.048, -0.066], [-0.079, 0.091, 0.069], [-0.122, 0.107, 0.083], [0.021, -0.043, 0.015], [0.113, -0.068, 0.153], [-0.003, 0.066, 0.044], [-0.011, -0.091, -0.062], [-0.066, -0.131, -0.036], [-0.063, 0.073, 0.010], [-0.095, 0.091, -0.058], [-0.068, -0.016, -0.022], [0.003, 0.035, 0.029], [-0.187, 0.110, -0.046], [0.026, -0.127, 0.115], [-0.015, -0.133, -0.049], [0.046, 0.224, -0.007], [0.031, -0.064, 0.048], [-0.101, -0.091, -0.006], [-0.043, -0.050, 0.059], [-0.179, 0.041, 0.011], [0.054, -0.135, 0.032], [0.047, -0.207, 0.028], [0.033, -0.015, -0.105], [-0.009, -0.029, -0.041], [0.059, 0.046, -0.047], [-0.096, 0.081, 0.263], [-0.026, -0.001, 0.014], [0.107, -0.011, 0.048], [0.000, 0.034, -0.041], [0.017, -0.045, 0.044], [-0.042, 0.050, 0.017], [0.003, -0.013, 0.020], [-0.050, 0.042, -0.012], [0.026, -0.047, -0.004], [-0.004, -0.004, 0.001], [0.009, -0.002, 0.008], [-0.018, -0.013, 0.006], [-0.007, 0.015, -0.007], [0.011, 0.008, -0.017], [-0.010, 0.001, 0.002], [0.020, -0.007, 0.004], [-0.005, 0.001, -0.005], [0.009, 0.000, 0.001], [0.009, -0.012, -0.015], [0.008, -0.011, 0.008], [0.004, 0.019, 0.015], [-0.011, 0.003, -0.005], [0.001, 0.006, 0.003], [-0.048, 0.006, -0.020], [0.053, 0.010, 0.016], [-0.019, 0.005, -0.001], [0.024, -0.016, 0.027], [-0.054, 0.013, 0.028], [0.127, -0.161, -0.027], [0.004, -0.007, 0.000], [0.009, 0.008, 0.000], [0.007, -0.017, 0.014], [-0.019, 0.005, 0.003], [-0.006, 0.005, -0.018], [-0.004, -0.014, 0.003], [0.010, 0.007, -0.001], [-0.009, 0.036, -0.038], [0.013, 0.002, 0.002], [0.005, -0.022, -0.037], [0.030, -0.004, 0.006], [-0.111, 0.150, -0.039], [-0.026, 0.013, 0.020], [0.027, 0.010, 0.009], [0.043, -0.011, -0.016], [0.016, 0.055, 0.015], [-0.008, -0.003, -0.012], [0.011, 0.019, 0.009], [-0.028, -0.009, -0.040], [0.010, 0.001, 0.053], [-0.006, -0.002, 0.001], [0.002, 0.001, 0.002], [-0.023, 0.015, 0.029], [-0.018, -0.005, -0.020], [0.010, -0.020, 0.009], [-0.014, 0.001, -0.003], [0.014, -0.004, -0.002], [-0.011, -0.005, -0.003], [0.010, 0.003, -0.001], [-0.003, -0.011, 0.013], [0.005, 0.011, 0.013], [0.014, 0.007, -0.018], [-0.011, -0.002, -0.005], [0.003, 0.001, -0.006], [-0.008, -0.027, -0.053], [0.021, 0.011, 0.048], [-0.008, -0.003, -0.014], [0.032, 0.004, -0.005], [-0.094, 0.003, -0.089], [-0.020, -0.032, 0.050], [-0.003, 0.007, 0.004], [0.010, -0.001, 0.008], [-0.015, 0.017, 0.011], [0.003, 0.002, -0.021], [0.002, -0.018, -0.008], [-0.007, 0.012, -0.003], [0.012, -0.005, 0.006], [-0.012, 0.000, -0.008], [0.010, -0.004, 0.005], [-0.006, -0.021, 0.010], [0.007, 0.005, 0.028], [0.021, 0.011, -0.010], [-0.002, 0.006, 0.010], [-0.012, 0.024, 0.029], [0.014, 0.007, 0.049], [0.036, 0.017, -0.075], [-0.015, -0.003, 0.006], [0.002, 0.010, -0.019], [0.007, -0.049, 0.019], [-0.026, 0.045, -0.014], [-0.006, -0.008, -0.002], [0.002, 0.012, -0.012], [-0.027, -0.016, -0.014], [0.003, -0.016, 0.013], [-0.003, 0.013, 0.022], [-0.005, -0.010, -0.001], [0.010, 0.000, 0.007], [-0.006, -0.008, 0.005], [0.008, 0.007, 0.000], [-0.013, 0.009, 0.008], [-0.006, 0.011, -0.013], [0.022, -0.005, -0.002], [-0.005, -0.010, 0.004], [0.006, -0.001, 0.001]],
  "mulliken_charge": [-1.183, 0.205, -0.494, -0.045, -1.303, 2.796, -1.606, 1.519, -0.617, -0.160, 0.020, -1.070, -1.843, -0.037, 0.464, -0.516, -1.345, -0.618, -0.448, -0.622, 3.780, -2.037, -1.866, 1.095, -1.805, -0.929, 0.349, 0.321, 0.312, 0.229, -0.088, 0.356, 0.187, 0.440, 0.353, -1.586, 0.801, 0.173, -0.487, 0.565, 0.313, -0.086, 0.326, 0.573, 0.034, 0.419, 0.703, -0.116, 0.104, 0.232, 0.290, 0.401, 0.427, 0.217, 0.996, 0.934, -0.614, -1.645, 0.477, 0.412, 0.298, 0.208, 0.569, 0.250, 0.405, 0.401, 0.436, 0.024, 0.221, 0.520, -1.228, -0.522, -0.300, -0.484, -0.482, -1.087, 0.291, 0.388, 0.294, 0.277, 0.370, 0.279, 0.214, 0.137, 0.346, 0.382, 0.261, 0.202, 0.392, 0.278, -1.173, -0.558, -0.972, 0.486, -0.457, -0.921, 0.240, 0.393, 0.301, 0.247, 0.424, 0.267, 0.536, -0.742, 0.509, 0.257, 0.484, -0.022, 0.353, 0.451, -0.900, -0.508, -0.504, -0.529, -0.434, -1.220, 0.306, 0.406, 0.038, 0.281, 0.376, 0.352, 0.107, 0.406, 0.234, 0.374, 0.233, 0.298, 0.383, 0.283, -1.258, -0.227, -0.714, -1.026, -0.193, 0.044, 0.283, 0.394, 0.302, 0.147, 0.387, 0.296, 0.447, 0.371, 0.352, 0.471, -0.034, 0.331, -0.438, 0.020, -0.903, -0.422, -0.238, -0.742, -0.436, -1.192, 0.339, 0.382, -0.028, 0.314, 0.354, 0.353, -0.109, 0.407, 0.315, 0.377, 0.231, 0.298, 0.383, 0.282]
}